Formula: C4H11N3O
Source: the OMol25 dataset
Level of theory: the ωB97M-V functional and the def2-TZVPD basis

Structure (ORCA input):
```
! wB97M-V def2-TZVPD RIJCOSX def2/J DEFGRID3
* xyz 2 1
C -3.02206 0.16472 -0.04155
C 3.27646 -0.39925 0.03083
C 2.36755 -0.08974 1.19261
C 1.00626 0.01704 -0.63181
N -3.49383 0.89877 -1.03844
N -3.76247 -0.20062 0.90146
N 2.41166 -0.12522 -1.13257
O 1.08783 -0.00027 0.58843
H 4.24809 0.07547 -0.03807
H 3.45859 -1.45476 -0.10446
H 2.32487 -0.91932 1.99528
H 2.64882 0.62027 1.97913
H -1.99990 -0.17206 -0.19672
H -3.03003 1.04398 -1.88504
H -4.48983 1.17488 -0.84977
H -3.52098 -0.93653 1.57543
H -4.56695 0.41496 1.05562
H 2.79399 0.78561 -1.53862
H 2.26192 -0.89794 -1.86174
*
```

LUMO   -7.225 eV
M   117.2 g/mol
HOMO   -0.6677 Ha

=====

Formula: C5H13O3Ru
Source: the OMol25 dataset
Level of theory: the ωB97M-V functional and the def2-TZVPD basis

Structure (ORCA input):
```
! wB97M-V def2-TZVPD RIJCOSX def2/J DEFGRID3
* xyz 2 6
C -0.73685 1.34483 -0.23619
O -0.31402 0.08000 -0.00323
C 0.18897 -0.61972 -1.13587
C 0.87401 -1.87935 -0.67761
O -0.05012 -2.72747 -0.04840
C 0.50468 -3.96178 0.33332
H -1.81407 1.35215 -0.02772
H -0.50562 1.78473 -1.21746
H 0.92039 0.00646 -1.67120
H -0.64700 -0.85740 -1.81423
H 1.69865 -1.62381 0.01218
H 1.31520 -2.37203 -1.56342
H 1.33872 -3.82339 1.04275
H -0.28468 -4.54720 0.81865
H 0.87985 -4.51782 -0.54336
Ru 1.56631 1.51649 1.11753
O -0.34153 2.52995 0.88646
H -0.28781 2.14718 1.80249
C -0.97248 3.82187 0.76748
H -0.77033 4.36695 1.69251
H -0.53026 4.33496 -0.09042
H -2.03201 3.64442 0.55574
*
```

LUMO (alpha / beta)   -8.682 / -11.673 eV
M   222.2 g/mol
HOMO (alpha / beta)   -0.5959 / -0.5954 Ha

=====

Formula: C3H8Si2
Source: the OMol25 dataset
Level of theory: the ωB97M-V functional and the def2-TZVPD basis

Structure (ORCA input):
```
! wB97M-V def2-TZVPD RIJCOSX def2/J DEFGRID3
* xyz 0 1
C -0.48316 -1.35458 -0.14114
C 0.94952 -1.38434 -0.22119
C -1.32132 -0.23102 0.43673
Si 1.69318 0.30166 0.17784
Si -0.38591 1.38189 -0.17531
H -1.13296 -2.22360 -0.42770
H 1.48544 -2.21554 -0.62362
H -2.41963 -0.39238 0.11200
H -1.16642 -0.28441 1.51457
H 1.70367 0.35115 1.64160
H 3.01686 0.55295 -0.20746
H -1.09360 1.89594 -1.35024
H -0.61186 2.42570 0.81648
*
```

SMILES   C1=C[SiH2][SiH2]C1
LUMO   0.844 eV
M   100.3 g/mol
HOMO   -0.3296 Ha

=====

Formula: C29H25FN3O2Pd
Source: the OMol25 dataset
Level of theory: the ωB97M-V functional and the def2-TZVPD basis

Structure (ORCA input):
```
! wB97M-V def2-TZVPD RIJCOSX def2/J DEFGRID3
* xyz -1 1
Pd -0.03385 0.63834 -0.02937
C -2.31476 -0.44013 -2.78407
C -3.19825 -0.68342 -1.59554
C -4.17312 -1.67351 -1.63390
C -5.01096 -1.89429 -0.55319
C -4.87710 -1.11231 0.58385
C -3.91168 -0.11527 0.65676
C -3.74322 0.69387 1.90994
C -3.06995 0.09306 -0.44074
N -2.02077 1.03933 -0.35708
C -2.34586 2.34569 -0.36164
O -3.46224 2.85246 -0.48668
C -1.14135 3.25829 -0.18377
C -1.16456 4.64123 -0.23582
C 0.04175 5.31790 -0.07733
C 1.22706 4.61940 0.12947
C 1.16728 3.23671 0.17205
N 0.00485 2.62610 0.02202
C 2.35280 2.30141 0.36122
O 3.46033 2.79455 0.58677
N 2.02177 1.00563 0.23827
C 3.05740 0.05108 0.36217
C 3.97960 -0.10717 -0.67885
C 3.91713 0.78074 -1.88779
C 4.94379 -1.10214 -0.57988
C 4.99734 -1.93438 0.52848
C 4.07911 -1.76617 1.55159
C 3.10339 -0.77791 1.48535
C 2.12466 -0.59484 2.60859
H -2.40462 -1.25622 -3.50156
H -1.26855 -0.35106 -2.48728
H -2.58942 0.49288 -3.28340
H -4.26282 -2.28497 -2.52464
H -5.75976 -2.67584 -0.59366
H -5.52245 -1.28056 1.43901
H -4.38089 0.30656 2.70478
H -3.99503 1.74061 1.73120
H -2.70455 0.66475 2.25083
H -2.10862 5.14001 -0.40257
H 0.05806 6.40011 -0.11701
H 2.18511 5.10255 0.25826
H 2.89329 0.85782 -2.26140
H 4.55371 0.39432 -2.68419
H 4.24138 1.79209 -1.63381
H 5.65264 -1.22901 -1.39071
H 5.74341 -2.71718 0.58826
H 4.10398 -2.41932 2.41668
H 2.14300 -1.45408 3.27983
H 1.10737 -0.47115 2.23152
H 2.36686 0.30154 3.18601
F 0.04390 -5.48700 0.28158
C 0.01606 -4.12361 0.20042
C -0.94200 -3.43387 0.90848
C -0.96278 -2.04483 0.81448
C -0.03617 -1.33649 0.03921
C 0.91567 -2.09507 -0.65352
C 0.94797 -3.48415 -0.58757
H -1.66140 -3.97485 1.51049
H -1.73775 -1.50923 1.35158
H 1.66549 -1.59571 -1.25743
H 1.68832 -4.06331 -1.12475
*
```

LUMO   2.803 eV
M   573.0 g/mol
HOMO   -0.1959 Ha

=====

Formula: C20H52O24S7V
Source: the OMol25 dataset
Level of theory: the ωB97M-V functional and the def2-TZVPD basis

Structure (ORCA input):
```
! wB97M-V def2-TZVPD RIJCOSX def2/J DEFGRID3
* xyz 1 1
O -16.29808 -32.40158 26.26989
V -17.10892 -31.47716 27.21496
O -16.72471 -29.92094 26.95350
C -20.46550 -26.07657 25.04291
C -20.94092 -24.68907 24.53552
O -22.29345 -24.66629 24.88298
S -23.01069 -26.16317 24.69732
O -23.19441 -26.47658 23.29262
O -24.13734 -26.34374 25.68603
O -21.63088 -26.84903 25.26861
H -19.92012 -25.87690 25.96529
H -19.88115 -26.61949 24.30003
H -20.78106 -24.57398 23.46347
H -20.40130 -23.84967 24.97405
O -14.05856 -37.83494 27.62158
S -14.35552 -39.15934 27.12267
O -13.29619 -40.14203 26.74463
O -15.45303 -39.82250 28.21604
C -15.57494 -41.17849 28.23629
C -14.72461 -41.55794 29.49029
C -15.45728 -38.90398 25.68567
H -15.25625 -41.66966 27.31690
H -16.57694 -41.53242 28.47884
H -14.66364 -42.55297 29.93107
H -15.04032 -40.96157 30.34632
H -13.67216 -41.51573 29.20982
H -16.50394 -39.06548 25.94358
H -15.08155 -39.66732 25.00433
H -15.40165 -37.90574 25.25149
O -14.11280 -27.73814 21.09626
S -15.49090 -27.39659 21.50082
O -16.11257 -28.38294 22.42184
O -15.56294 -25.94085 22.29405
C -14.99770 -24.80167 21.71373
C -14.34994 -24.00325 22.81093
C -16.50230 -27.06197 20.02024
H -15.90057 -24.27596 21.40298
H -14.31605 -24.98464 20.88309
H -15.09118 -23.48092 23.41577
H -13.73521 -23.13967 22.55713
H -13.76482 -24.62321 23.49019
H -17.58227 -27.05367 20.16753
H -16.17884 -27.79026 19.27656
H -16.26044 -26.07284 19.63137
O -21.23943 -32.23529 25.53252
S -22.46015 -32.88428 24.97677
O -22.59723 -34.33230 24.93190
O -23.72707 -32.18214 25.73013
C -25.05700 -32.72691 25.66708
C -25.21779 -33.96219 26.65331
C -22.75496 -32.21588 23.23764
H -25.36759 -33.03441 24.66854
H -25.70573 -31.91238 25.98926
H -24.73013 -33.75721 27.60634
H -24.68929 -34.75323 26.12130
H -26.25244 -34.25539 26.83116
H -23.84074 -32.15907 23.16057
H -22.43306 -32.94238 22.49153
H -22.15700 -31.30521 23.20253
O -20.72948 -27.63060 30.77075
S -20.59566 -28.91375 31.42052
O -19.79337 -29.92561 30.83235
O -20.25455 -28.78325 33.01942
C -19.33845 -29.74910 33.53043
C -19.39625 -29.58472 35.02703
C -22.42339 -29.57158 31.67160
H -18.42531 -29.39591 33.05132
H -19.65384 -30.74350 33.21449
H -20.39573 -29.85209 35.37006
H -18.90063 -28.69614 35.41804
H -18.64400 -30.28168 35.39644
H -22.56133 -30.51734 32.19562
H -22.90203 -29.57323 30.69233
H -22.85637 -28.80512 32.31439
O -15.21260 -32.88006 31.34996
S -14.21217 -32.95315 32.38691
O -13.63294 -31.69779 32.82874
O -14.96496 -33.73654 33.66977
C -14.41465 -33.78294 35.03835
C -14.95799 -35.14270 35.55842
C -12.87861 -34.24644 31.92309
H -14.71438 -32.86727 35.54807
H -13.33090 -33.76917 34.92259
H -14.25644 -35.74736 36.13316
H -15.51786 -35.69469 34.80347
H -15.56174 -34.77491 36.38807
H -11.98226 -34.14484 32.53492
H -12.41015 -34.09858 30.95006
H -13.36228 -35.21844 32.01991
O -19.33437 -35.49486 28.73791
S -19.98287 -36.63014 29.33189
O -21.41634 -36.67383 29.88876
O -19.98603 -37.79212 28.15069
C -20.90110 -38.93611 28.27184
C -20.70533 -39.79105 27.04630
C -18.72416 -37.32583 30.53113
H -21.95457 -38.68260 28.39027
H -20.53694 -39.53399 29.10732
H -20.78846 -39.20381 26.13179
H -21.34701 -40.67181 27.02132
H -19.69804 -40.20083 27.12074
H -18.96225 -38.32627 30.89242
H -18.71306 -36.57015 31.31658
H -17.72765 -37.28500 30.09135
*
```

LUMO   -7.171 eV
M   952.0 g/mol
HOMO   -0.4676 Ha

=====

Formula: C4H12
Source: the OMol25 dataset
Level of theory: the ωB97M-V functional and the def2-TZVPD basis

Structure (ORCA input):
```
! wB97M-V def2-TZVPD RIJCOSX def2/J DEFGRID3
* xyz 1 2
C 0.34286 1.70534 -0.41160
C 0.55966 2.64622 -1.56900
H 1.25088 1.55947 0.21551
H -0.37933 2.05550 0.32225
H 0.19686 0.67326 -0.85260
H 0.94522 3.60427 -1.07131
H -0.32010 2.96663 -2.11730
H 1.49236 2.31584 -2.01659
C -1.26572 -2.53437 1.07389
C 0.12878 -1.90340 0.77252
H -1.01267 -3.59754 0.94976
H -1.49235 -2.21591 2.08206
H -2.01186 -2.23045 0.34785
H 0.72742 -2.07584 1.67142
H 0.69897 -2.18830 -0.09961
H 0.13903 -0.78072 0.70276
*
```

LUMO (alpha / beta)   -2.972 / -11.423 eV
M   60.1 g/mol
HOMO (alpha / beta)   -0.6134 / -0.5657 Ha

=====

Formula: C12H21N
Source: the OMol25 dataset
Level of theory: the ωB97M-V functional and the def2-TZVPD basis

Structure (ORCA input):
```
! wB97M-V def2-TZVPD RIJCOSX def2/J DEFGRID3
* xyz 0 1
C -1.91194 0.18705 2.66718
C -3.27828 2.71615 0.75165
C -1.58484 -0.29264 1.32424
C 2.52570 -0.87741 -1.06191
C 1.31205 -1.09956 -0.50045
C 3.15216 0.30575 -1.88080
C 1.22098 -2.37474 0.36643
C 0.32078 1.29323 1.22786
C -1.06535 -1.29170 -1.45755
C 0.05036 0.95624 -1.65607
C -0.54733 0.19756 0.58782
C -0.00060 -0.32361 -0.74956
N -2.32476 2.50847 0.14475
H -1.17805 0.14360 3.49793
H -2.27990 1.22113 2.57343
H -4.20866 2.75181 1.34799
H -2.81760 -0.41422 3.24687
H -2.07202 -1.20127 0.96743
H 3.44004 -1.48618 -0.73845
H 2.32083 0.97833 -2.05411
H 4.00988 0.70698 -1.33716
H 3.51521 -0.34650 -2.70593
H 1.77527 -2.13620 1.33784
H 0.22310 -2.60211 0.65354
H 1.67798 -3.27509 -0.07632
H -0.35834 2.21548 1.56045
H 0.78962 0.77581 2.22173
H 1.11336 1.60863 0.64400
H -1.11134 -2.21753 -0.94641
H -0.57935 -1.47922 -2.52109
H -2.10562 -0.88724 -1.49444
H -0.95407 1.35366 -1.76161
H 0.61422 1.75880 -1.42869
H 0.31651 0.62656 -2.75061
*
```

SMILES   C/C=C(/C)C(C)(C)/C(C)=C/C.C#N
LUMO   0.883 eV
M   179.3 g/mol
HOMO   -0.3105 Ha

=====

Formula: C5H11NOS2
Source: the OMol25 dataset
Level of theory: the ωB97M-V functional and the def2-TZVPD basis

Structure (ORCA input):
```
! wB97M-V def2-TZVPD RIJCOSX def2/J DEFGRID3
* xyz 0 1
C -0.98874 3.03619 0.51150
C 0.52248 2.84738 0.57003
C -0.38780 2.01458 -0.38824
C 0.98157 -3.54704 0.04543
C 0.11484 -3.05316 -1.03208
N 0.21348 -0.61845 -1.09619
O -2.17615 0.34162 0.08852
S -1.45142 -3.20598 -0.96909
S -0.46092 0.23194 0.08251
H -1.47509 2.63714 1.26207
H -1.37318 3.98423 0.09767
H 1.12974 3.62500 0.22189
H 0.97693 2.35471 1.39994
H -0.24441 2.25145 -1.45920
H 1.34039 -4.57041 -0.13713
H 1.88360 -2.97142 0.14647
H 0.49830 -3.59583 0.95345
H 0.58601 -2.93844 -2.02236
H 0.45236 0.03726 -1.81815
H -2.75763 -0.20426 0.68922
*
```

LUMO   0.611 eV
M   165.3 g/mol
HOMO   -0.2887 Ha

=====

Largest force on an atom for the records above, in order: 5.2; 4.1; 4.6; 0.6; 5.4; 2.9; 5.5; 4.9 eV/Å
Electronic energy for the records above, in order: -397.8032; -517.9081; -698.0095; -1662.7603; -6329.6458; -159.1404; -524.4373; -1123.3133 hartree
Relative energy (zero: lowest compared OMol25 entry of this formula, charge and spin) for the records above, in order: 135.2; 294.7; 39.7; 0.0; 981.3; 77.2; 220.6; 512.1 kJ/mol